No. 1
{"formula": "C8H9N2O3", "method": "ωB97M-V with the def2-TZVPD basis set", "species": ["H", "C", "H", "C", "O", "C", "H", "H", "H", "N", "O", "C", "N", "C", "C", "C", "H", "H", "O", "H", "C", "H"], "coordinates": [[-0.590, 0.186, 2.982], [-0.381, 0.115, 1.909], [-0.862, 0.534, -1.869], [0.976, 0.392, -0.752], [0.684, -3.227, -0.993], [0.072, 1.423, 1.378], [0.370, -0.269, -2.773], [2.067, 0.335, -1.115], [-0.278, 2.361, 1.878], [-1.809, 0.064, 1.397], [2.437, -1.940, -1.418], [0.357, -1.001, 1.245], [-1.956, -0.392, 0.268], [0.627, 1.628, 0.118], [0.158, 0.556, -2.112], [1.334, -2.206, -0.916], [0.840, 2.588, -0.339], [0.373, -1.938, 1.632], [-2.683, 0.534, 2.104], [-2.992, -0.266, 0.072], [0.695, -0.975, -0.085], [0.560, 1.497, -2.611]], "forces_ev_per_a": [[0.7, -0.6, -0.1], [0.3, 0.1, -0.9], [-1.5, 0.5, 0.0], [-0.4, 0.1, -1.1], [-1.4, -1.5, 0.3], [1.0, 3.5, -2.8], [0.2, -0.4, -0.2], [-1.4, 0.2, 1.0], [0.4, -1.0, 0.0], [0.5, -0.5, -0.4], [0.5, 0.5, -0.1], [0.5, 1.3, -2.9], [-2.3, -0.3, -1.8], [-0.3, -3.2, 2.1], [2.7, 0.8, 0.5], [0.2, 1.7, 0.6], [-0.2, 0.2, 0.4], [-0.3, -2.7, 1.7], [-1.4, 0.9, 1.6], [1.3, -0.2, 0.2], [1.8, 1.5, 1.3], [-1.0, -0.9, 0.5]], "total_energy_ev": -17562.04392, "smiles": "[H]/N=[N+](\\[O-])[C@@H]1C=C[C@H](C)C(C(=O)[O-])=C1", "orbital_gap_ev": 7.990, "total_charge": -1}



No. 2
{"formula": "C18H22Cl33NO", "method": "ωB97M-V with the def2-TZVPD basis set", "species": ["Cl", "C", "Cl", "Cl", "Cl", "Cl", "C", "H", "Cl", "O", "H", "Cl", "H", "H", "N", "H", "C", "H", "C", "Cl", "Cl", "H", "C", "C", "C", "H", "Cl", "H", "C", "H", "C", "C", "Cl", "Cl", "Cl", "Cl", "H", "Cl", "H", "Cl", "Cl", "C", "H", "Cl", "H", "H", "Cl", "Cl", "Cl", "Cl", "H", "Cl", "H", "Cl", "H", "Cl", "Cl", "Cl", "H", "C", "C", "C", "Cl", "C", "Cl", "H", "C", "Cl", "C", "Cl", "Cl", "H", "C", "H", "Cl"], "coordinates": [[4.034, 8.240, 2.952], [-1.368, 0.276, -1.496], [-1.833, 2.346, 3.155], [3.224, -7.872, -4.112], [-3.794, -2.955, -4.421], [-7.571, 3.035, -0.276], [-6.786, 3.392, 1.272], [-3.416, 1.039, -5.978], [1.023, -3.278, 6.751], [-0.732, -2.369, -3.872], [1.556, 1.535, 5.418], [3.164, 5.715, 4.114], [-5.927, -3.946, -4.260], [-2.883, 6.631, 2.398], [0.591, -1.372, -1.883], [5.944, 1.303, 10.652], [0.917, 1.556, 6.304], [0.800, -4.451, 4.720], [-1.782, 1.297, -2.709], [1.933, 1.288, 7.731], [7.171, -5.377, -5.287], [-0.832, 1.537, -3.378], [5.541, 0.791, 9.774], [-0.668, -1.808, -2.662], [3.246, 6.685, 2.634], [3.842, 6.141, 1.898], [-0.919, 5.527, 3.092], [2.287, -6.058, -2.935], [6.129, -4.584, -6.481], [0.384, -1.784, -0.931], [-1.962, 6.320, 1.898], [1.785, -2.278, -6.200], [6.127, -0.881, 9.783], [-2.385, 5.194, 0.597], [1.362, -3.404, -7.501], [-5.189, 4.113, 1.007], [-1.804, -1.800, -0.510], [-0.293, 0.271, 6.152], [-2.659, 0.378, 4.156], [-5.703, -2.773, -2.229], [0.132, 3.143, 6.388], [-2.934, 0.731, -3.732], [-1.493, 0.737, -0.401], [2.578, -0.836, -6.858], [-6.654, 2.453, 1.816], [-2.140, 2.358, -2.296], [-7.798, 4.467, 2.251], [3.772, 0.830, 9.870], [1.624, 6.935, 1.964], [6.921, -3.143, -7.139], [0.864, -1.967, -5.701], [2.828, -3.070, -5.006], [0.897, 0.777, -2.288], [4.480, -5.339, -3.410], [-2.947, -1.527, -1.950], [6.104, 1.641, 8.325], [2.932, -3.461, 4.559], [-1.169, 7.761, 1.240], [-3.561, -0.249, -3.606], [-5.510, -2.976, -3.978], [0.276, 0.099, -1.563], [-2.390, 0.664, 3.136], [5.706, -5.710, -7.782], [-1.836, -1.326, -1.605], [0.333, -2.218, 4.128], [-3.113, 2.756, -4.822], [-3.201, 1.579, -4.961], [-3.826, 0.496, 2.111], [1.217, -3.481, 5.002], [3.597, -7.157, -1.313], [-6.393, -1.713, -4.852], [5.208, -4.273, -5.981], [3.267, -6.542, -2.942], [0.773, 0.357, -0.518], [-1.098, -0.413, 2.577]], "forces_ev_per_a": [[-0.1, -0.2, -0.1], [1.6, 0.2, 0.5], [-0.1, -0.4, 0.0], [0.0, 0.2, 0.1], [-0.3, -0.1, 0.1], [0.1, 0.0, 0.2], [0.0, -0.1, 0.0], [-0.4, 1.4, 2.3], [0.0, 0.0, -0.2], [0.5, 3.7, 7.7], [-0.2, 0.0, 0.3], [0.0, 0.0, -0.1], [0.1, 0.3, 0.1], [0.3, -0.1, -0.2], [-1.9, 0.3, -0.2], [-0.2, -0.2, -0.3], [0.0, 0.1, 0.0], [0.2, 0.3, 0.1], [-1.2, 0.3, -0.3], [-0.4, 0.1, -0.8], [0.0, 0.1, -0.2], [-2.1, -0.7, 1.5], [0.1, 0.0, 0.0], [-0.3, -2.2, -2.8], [0.0, 0.0, -0.2], [-0.2, 0.2, 0.3], [-0.5, 0.0, 0.0], [0.3, -0.2, 0.0], [0.0, 0.0, 0.0], [0.5, 0.0, -1.5], [-0.1, 0.0, 0.1], [-0.2, 0.1, 0.0], [-0.1, 0.2, 0.0], [0.3, 0.2, 0.1], [0.0, 0.1, 0.2], [-0.4, -0.2, 0.1], [0.5, 0.8, -2.6], [0.1, 0.3, 0.1], [0.1, 0.1, -0.3], [0.0, 0.0, -0.1], [0.1, -0.1, -0.1], [-0.5, 3.2, -3.7], [-0.5, -1.1, -2.6], [-0.1, -0.1, 0.1], [0.0, 0.3, -0.2], [0.7, -2.3, -0.7], [0.1, -0.2, -0.1], [0.6, -0.1, 0.6], [0.9, 0.1, 0.0], [-0.1, -0.1, 0.1], [0.3, -0.2, -0.1], [-0.2, 0.1, -0.2], [-1.7, -1.2, 1.0], [-0.2, -0.3, 0.3], [2.4, 0.7, 0.4], [-0.1, -0.1, 0.2], [-0.2, 0.0, 0.0], [-0.5, -0.1, 0.0], [2.1, 1.7, -0.4], [0.1, -0.1, -0.2], [1.2, 0.4, 0.9], [-0.1, 0.2, 0.1], [0.0, 0.1, 0.2], [-1.2, 0.8, -0.5], [0.5, -0.9, 0.4], [0.5, -2.8, -0.8], [0.9, -2.4, 3.9], [0.1, 0.0, 0.1], [0.1, -0.1, 0.0], [-0.1, 0.1, -0.2], [0.1, -0.2, 0.1], [0.3, -0.1, -0.2], [-0.1, 0.0, -0.1], [-1.1, -0.8, -2.0], [-0.5, 0.6, -0.4]], "total_energy_ev": -435792.96700, "smiles": "C=CC[C@@H]1CNC(=O)C1.ClC(Cl)Cl.ClC(Cl)Cl.ClC(Cl)Cl.ClC(Cl)Cl.ClC(Cl)Cl.ClC(Cl)Cl.ClC(Cl)Cl.ClC(Cl)Cl.ClC(Cl)Cl.ClC(Cl)Cl.ClC(Cl)Cl", "orbital_gap_ev": 8.471, "total_charge": 0}



No. 3
{"formula": "BH7NO2P2S", "method": "ωB97M-V with the def2-TZVPD basis set", "species": ["P", "H", "H", "O", "H", "N", "H", "S", "O", "H", "H", "H", "B", "P"], "coordinates": [[-1.352, 0.523, -0.129], [-0.130, -1.660, 0.411], [1.648, 0.607, -1.186], [-2.763, -0.239, 0.264], [-2.623, -0.740, 1.075], [2.989, -0.977, 0.269], [-0.085, -0.276, 1.879], [-1.475, 2.448, 0.194], [-1.349, 0.191, -1.730], [2.003, 1.283, 0.800], [-2.237, 0.304, -2.090], [3.556, -1.024, -0.566], [0.030, -0.498, 0.695], [1.786, 0.056, 0.115]], "forces_ev_per_a": [[0.0, 0.0, -0.1], [-0.1, 0.0, -0.1], [0.0, 0.0, 0.0], [0.1, 0.1, 0.1], [0.0, 0.0, 0.0], [-0.3, -0.1, 0.0], [0.0, 0.0, 0.0], [-0.1, 0.0, 0.0], [0.0, -0.1, 0.1], [0.0, 0.1, -0.1], [0.1, 0.1, 0.0], [0.2, 0.1, 0.0], [0.1, -0.1, 0.1], [0.0, 0.1, 0.1]], "total_energy_ev": -35791.29390, "orbital_gap_ev": 7.609, "total_charge": -1}



What did the first record say?
{"formula": "C8H9N2O3", "method": "ωB97M-V with the def2-TZVPD basis set", "species": ["H", "C", "H", "C", "O", "C", "H", "H", "H", "N", "O", "C", "N", "C", "C", "C", "H", "H", "O", "H", "C", "H"], "coordinates": [[-0.590, 0.186, 2.982], [-0.381, 0.115, 1.909], [-0.862, 0.534, -1.869], [0.976, 0.392, -0.752], [0.684, -3.227, -0.993], [0.072, 1.423, 1.378], [0.370, -0.269, -2.773], [2.067, 0.335, -1.115], [-0.278, 2.361, 1.878], [-1.809, 0.064, 1.397], [2.437, -1.940, -1.418], [0.357, -1.001, 1.245], [-1.956, -0.392, 0.268], [0.627, 1.628, 0.118], [0.158, 0.556, -2.112], [1.334, -2.206, -0.916], [0.840, 2.588, -0.339], [0.373, -1.938, 1.632], [-2.683, 0.534, 2.104], [-2.992, -0.266, 0.072], [0.695, -0.975, -0.085], [0.560, 1.497, -2.611]], "forces_ev_per_a": [[0.7, -0.6, -0.1], [0.3, 0.1, -0.9], [-1.5, 0.5, 0.0], [-0.4, 0.1, -1.1], [-1.4, -1.5, 0.3], [1.0, 3.5, -2.8], [0.2, -0.4, -0.2], [-1.4, 0.2, 1.0], [0.4, -1.0, 0.0], [0.5, -0.5, -0.4], [0.5, 0.5, -0.1], [0.5, 1.3, -2.9], [-2.3, -0.3, -1.8], [-0.3, -3.2, 2.1], [2.7, 0.8, 0.5], [0.2, 1.7, 0.6], [-0.2, 0.2, 0.4], [-0.3, -2.7, 1.7], [-1.4, 0.9, 1.6], [1.3, -0.2, 0.2], [1.8, 1.5, 1.3], [-1.0, -0.9, 0.5]], "total_energy_ev": -17562.04392, "smiles": "[H]/N=[N+](\\[O-])[C@@H]1C=C[C@H](C)C(C(=O)[O-])=C1", "orbital_gap_ev": 7.990, "total_charge": -1}